Arrangement w

Below is one molecule with the formula C4H5F3O, with properties calculated with ωB97M-V/def2-TZVPD.

```
13
Properties=species:S:1:pos:R:3:nbo_charge:R:1
C 0.32 0.49 1.24 -0.54
C -0.90 0.15 0.38 -0.20
C 1.00 -0.84 1.11 0.29
C -0.59 0.29 -1.13 0.85
O 0.25 1.18 -1.41 -0.69
F 0.64 -1.80 2.00 -0.34
F -1.87 0.39 -1.81 -0.38
F -0.22 -0.98 -1.67 -0.39
H 0.92 1.24 0.71 0.25
H 0.19 0.74 2.22 0.23
H -1.54 -0.74 0.48 0.22
H 1.11 -1.30 0.15 0.17
H 0.69 1.18 -2.29 0.52
```

LUMO energy (alpha / beta), eV: -0.3 / 0.1
Kohn-Sham gap (alpha / beta), eV: 8.34 / 9.22
HOMO level (alpha / beta), eV: -8.669 / -9.090

=====

Arrangement x

Below is a 2-piece molecular cluster, C4H5F3O overall, with properties calculated with ωB97M-V/def2-TZVPD.

```
13
Properties=species:S:1:pos:R:3:nbo_charge:R:1
C -0.93 -1.36 0.48 -0.17
C -0.40 -0.26 -0.34 0.28
C -0.91 1.08 -0.50 -0.71
C 1.85 0.08 0.13 0.94
O -0.78 -1.41 -1.00 -0.47
F 2.61 0.04 -0.93 -0.32
F 1.67 1.37 0.57 -0.36
F 2.26 -0.72 1.08 -0.32
H -0.36 -2.01 1.18 0.21
H -1.99 -1.10 0.78 0.18
H -0.44 1.41 -1.44 0.24
H -0.59 1.60 0.45 0.25
H -1.99 1.27 -0.47 0.23
```

LUMO energy, eV: 0.8
Kohn-Sham gap, eV: 9.79
HOMO level, eV: -9.010

=====

Arrangement y

Below is one molecule with the formula C4H5F3O, with properties calculated with ωB97M-V/def2-TZVPD.

```
13
Properties=species:S:1:pos:R:3:nbo_charge:R:1
O 1.61 1.74 -0.41 -0.69
C 0.79 1.29 0.56 -0.07
C -0.37 0.31 0.22 -0.22
C -1.57 0.77 0.12 0.29
F -2.52 0.06 -0.32 -0.30
C 0.08 -1.11 -0.05 0.55
F 0.68 -1.68 1.01 -0.34
F 0.97 -1.20 -1.10 -0.35
H 2.19 0.95 -0.61 0.47
H 0.32 2.19 1.04 0.17
H 1.34 0.77 1.31 0.16
H -1.72 1.84 0.25 0.17
H -0.75 -1.74 -0.20 0.14
```

LUMO energy, eV: 0.8
Kohn-Sham gap, eV: 11.25
SMILES: OC/C(=C/F)C(F)F
HOMO level, eV: -10.438

=====

Which of them is the least stable? Correct choice: arrangement x.

=====

Arrangement w

Below is one molecule with the formula C4H4N2O, with properties calculated with ωB97M-V/def2-TZVPD.

```
11
Properties=species:S:1:pos:R:3:nbo_charge:R:1
N -2.42 -1.16 -0.29 -0.32
C -1.87 -0.21 0.13 0.03
C -0.30 -1.13 0.23 0.05
O 0.54 -0.61 -0.70 -0.47
C 0.69 0.81 -0.68 -0.18
C 1.15 1.31 0.63 0.23
N 1.49 1.69 1.67 -0.28
H -0.30 -2.22 0.13 0.23
H -0.13 -0.81 1.26 0.21
H 1.42 1.05 -1.46 0.24
H -0.27 1.28 -0.92 0.25
```

LUMO energy, eV: -0.1
Kohn-Sham gap, eV: 11.30
SMILES: N#CCOCC#N
HOMO level, eV: -11.436

=====

Arrangement x

Below is one molecule with the formula C4H4N2O, with properties calculated with ωB97M-V/def2-TZVPD.

```
11
Properties=species:S:1:pos:R:3:nbo_charge:R:1
H -2.72 0.68 0.09 0.33
N -2.39 -0.22 -0.06 -0.58
C -1.13 -0.10 -0.16 0.39
C -0.30 1.15 0.02 -0.33
C 1.04 1.19 0.07 0.11
O 1.80 -0.05 -0.20 -0.46
C 1.02 -1.08 0.07 0.43
N -0.14 -1.13 0.16 -0.50
H -1.00 2.10 0.36 0.22
H 1.63 2.13 0.20 0.23
H 1.55 -1.98 0.22 0.16
```

LUMO energy, eV: 0.3
Kohn-Sham gap, eV: 9.93
SMILES: [H]/N=c1\ccocn1
HOMO level, eV: -9.614

=====

Arrangement y

Below is one molecule with the formula C4H4N2O, with properties calculated with ωB97M-V/def2-TZVPD.

```
11
Properties=species:S:1:pos:R:3:nbo_charge:R:1
N -3.20 -0.37 0.06 -0.30
C -2.10 -0.02 0.02 0.24
C -0.76 0.29 -0.02 -0.26
C 0.02 1.36 0.00 0.19
O 1.35 1.16 -0.04 -0.34
N 1.67 -0.25 -0.01 -0.32
C 0.48 -1.01 -0.22 -0.21
H -0.25 2.40 0.04 0.23
H 2.09 -0.42 0.90 0.36
H 0.31 -1.80 0.50 0.21
H 0.38 -1.33 -1.25 0.20
```

LUMO energy, eV: 0.7
Kohn-Sham gap, eV: 9.86
SMILES: N#CC1=CONC1
HOMO level, eV: -9.184

=====

Arrangement z

Below is one molecule with the formula C4H4N2O, with properties calculated with ωB97M-V/def2-TZVPD.

```
11
Properties=species:S:1:pos:R:3:nbo_charge:R:1
O -2.25 -1.37 -0.14 -0.54
C -1.83 -0.23 -0.08 0.40
C -0.41 0.08 -0.01 -0.07
C 0.23 1.28 0.05 -0.02
N 1.59 1.08 0.02 -0.46
C 1.75 -0.23 0.00 0.20
N 0.57 -0.89 -0.01 -0.50
H -2.50 0.65 -0.09 0.13
H -0.23 2.25 0.19 0.22
H 2.70 -0.76 0.01 0.21
H 0.37 -1.88 0.04 0.44
```

LUMO energy, eV: 0.3
Kohn-Sham gap, eV: 9.82
SMILES: O=Cc1cnc[nH]1
HOMO level, eV: -9.533

=====

Which of them is the least stable? Correct choice: arrangement w.

=====

Arrangement w

Below is one molecule with the formula C4H4N2O, with properties calculated with ωB97M-V/def2-TZVPD.

```
11
Properties=species:S:1:pos:R:3:nbo_charge:R:1
O 2.27 -1.16 0.67 -0.55
C 1.26 -0.76 0.14 0.61
C 1.07 0.62 -0.33 -0.35
C -0.14 1.16 -0.10 0.02
N -1.19 0.32 0.21 -0.59
C -1.01 -1.03 -0.01 0.28
N 0.14 -1.59 -0.08 -0.47
H 1.91 1.18 -0.73 0.24
H -0.38 2.21 -0.21 0.22
H -2.01 0.64 0.70 0.42
H -1.91 -1.60 -0.25 0.19
```

LUMO energy, eV: 0.5
Kohn-Sham gap, eV: 9.86
SMILES: O=c1cc[nH]cn1
HOMO level, eV: -9.412

=====

Arrangement x

Below is a 2-piece molecular cluster, C4H4N2O overall, with properties calculated with ωB97M-V/def2-TZVPD.

```
11
Properties=species:S:1:pos:R:3:nbo_charge:R:1
O -2.54 -0.54 0.53 -0.44
C -1.44 -0.33 0.22 0.56
C -0.50 -0.12 -0.96 -0.18
C -0.03 1.23 -0.65 0.06
N 0.98 1.22 0.19 -0.40
C 1.13 -0.14 0.48 0.06
N 0.63 -0.87 -0.60 -0.54
H -0.19 -0.28 1.16 0.06
H -0.52 2.16 -0.95 0.21
H 2.01 -0.46 1.03 0.22
H 0.48 -1.87 -0.46 0.39
```

LUMO energy, eV: 0.0
Kohn-Sham gap, eV: 9.36
HOMO level, eV: -9.313

=====

Arrangement y

Below is one molecule with the formula C4H4N2O, with properties calculated with ωB97M-V/def2-TZVPD.

```
11
Properties=species:S:1:pos:R:3:nbo_charge:R:1
C -2.17 1.57 0.05 -0.14
C -1.69 0.48 -0.06 -0.12
C -1.14 -0.87 -0.05 0.61
O -1.81 -1.86 -0.12 -0.55
N 0.20 -0.95 0.20 -0.45
N 0.91 0.23 0.01 -0.21
C 2.19 0.23 -0.12 -0.12
H -2.62 2.55 0.03 0.24
H 0.62 -1.85 0.31 0.39
H 2.68 1.17 -0.26 0.19
H 2.83 -0.68 0.01 0.15
```

LUMO energy, eV: 0.8
Kohn-Sham gap, eV: 10.68
SMILES: C#CC(=O)NN=C
HOMO level, eV: -9.886

=====

Which of them is the least stable? Correct choice: arrangement x.

=====

Arrangement w

Below is one molecule with the formula C4H4N2O, with properties calculated with ωB97M-V/def2-TZVPD.

```
11
Properties=species:S:1:pos:R:3:nbo_charge:R:1
N -1.77 1.98 0.18 -0.31
C -0.95 1.24 0.56 0.25
C 0.01 0.16 1.07 -0.16
C -0.22 -1.24 0.53 -0.50
C 0.62 -0.75 -0.74 0.72
O 0.99 -1.35 -1.68 -0.52
N 0.95 0.40 0.06 -0.62
H 0.51 -0.04 2.00 0.25
H 0.36 -2.15 1.17 0.25
H -1.18 -1.36 0.11 0.24
H 1.35 1.24 -0.07 0.39
```

LUMO energy, eV: 0.5
Kohn-Sham gap, eV: 10.95
SMILES: N#C[C@H]1CC(=O)N1
HOMO level, eV: -10.454

=====

Arrangement x

Below is one molecule with the formula C4H4N2O, with properties calculated with ωB97M-V/def2-TZVPD.

```
11
Properties=species:S:1:pos:R:3:nbo_charge:R:1
O 2.39 -1.31 -0.04 -0.56
C 1.28 -0.80 -0.05 0.59
C 1.09 0.65 0.00 -0.34
C -0.15 1.17 0.01 0.03
N -1.24 0.33 -0.01 -0.58
C -1.04 -1.02 -0.08 0.29
N 0.11 -1.60 -0.13 -0.49
H 1.97 1.28 0.02 0.24
H -0.37 2.23 0.00 0.22
H -2.10 0.68 0.41 0.41
H -1.94 -1.63 -0.13 0.19
```

LUMO energy, eV: 0.4
Kohn-Sham gap, eV: 9.78
SMILES: O=c1cc[nH]cn1
HOMO level, eV: -9.386

=====

Arrangement y

Below is one molecule with the formula C4H4N2O, with properties calculated with ωB97M-V/def2-TZVPD.

```
11
Properties=species:S:1:pos:R:3:nbo_charge:R:1
N 0.71 -3.37 -2.16 -0.34
C 0.69 -2.34 -1.68 0.39
N 0.66 -1.16 -1.12 -0.20
C 0.27 -0.86 0.22 -0.24
C -0.46 0.47 -0.02 -0.31
C -0.30 0.88 -1.28 0.11
O 0.51 0.00 -2.00 -0.32
H 1.35 -0.86 0.72 0.20
H -0.32 -1.56 0.70 0.22
H -1.19 0.98 0.68 0.24
H -0.78 1.74 -1.82 0.24
```

LUMO energy, eV: 0.7
Kohn-Sham gap, eV: 9.74
SMILES: N#CN1CC=CO1
HOMO level, eV: -9.004

=====

Arrangement z

Below is one molecule with the formula C4H4N2O, with properties calculated with ωB97M-V/def2-TZVPD.

```
11
Properties=species:S:1:pos:R:3:nbo_charge:R:1
N 2.41 -0.44 1.54 -0.28
C 1.70 -0.23 0.64 0.22
C 0.77 0.06 -0.48 0.14
O -0.10 -0.98 -0.72 -0.49
C -1.34 -0.65 -0.03 -0.22
C -1.36 0.83 0.22 0.13
N -0.13 1.17 -0.09 -0.57
H 1.35 0.29 -1.38 0.22
H 0.24 2.10 0.04 0.41
H -2.17 -0.99 -0.66 0.23
H -1.38 -1.17 0.94 0.21
```

LUMO energy, eV: 0.6
Kohn-Sham gap, eV: 10.08
HOMO level, eV: -9.464

=====

Which of them is the least stable? Correct choice: arrangement y.

=====

Arrangement w

Below is C4H4N2O as an isolated structure, with properties calculated with ωB97M-V/def2-TZVPD.

```
11
Properties=species:S:1:pos:R:3:nbo_charge:R:1
C -1.95 0.16 -0.13 0.23
C 0.01 -1.72 -0.29 0.25
C -0.77 -0.54 0.09 -0.28
C 0.64 0.10 0.42 0.25
N -2.97 0.69 -0.18 -0.29
N 1.00 1.30 -0.38 -0.85
O 1.29 -1.15 -0.04 -0.48
H -0.19 -2.75 -0.46 0.22
H 0.91 0.22 1.53 0.19
H 1.82 1.73 -0.03 0.37
H 0.22 1.95 -0.54 0.39
```

LUMO energy, eV: -0.2
Kohn-Sham gap, eV: 9.20
HOMO level, eV: -9.366

=====

Arrangement x

Below is a 2-piece molecular cluster, C4H4N2O overall, with properties calculated with ωB97M-V/def2-TZVPD.

```
11
Properties=species:S:1:pos:R:3:nbo_charge:R:1
C 1.32 1.72 -0.34 0.18
C 0.88 -1.98 0.23 0.06
C -1.76 0.06 -0.26 -0.01
C 0.36 0.94 0.22 -0.06
N 2.11 2.37 -0.92 -0.30
N 0.00 -2.49 -0.29 -0.32
O -0.68 0.72 -0.49 -0.31
H -2.52 0.26 -0.85 0.17
H -1.66 -0.58 0.60 0.16
H 1.64 -1.52 0.91 0.25
H 0.31 0.51 1.19 0.18
```

LUMO energy (alpha / beta), eV: -0.6 / -0.2
Kohn-Sham gap (alpha / beta), eV: 7.76 / 8.25
HOMO level (alpha / beta), eV: -8.366 / -8.396

=====

Arrangement y

Below is one molecule with the formula C4H4N2O, with properties calculated with ωB97M-V/def2-TZVPD.

```
11
Properties=species:S:1:pos:R:3:nbo_charge:R:1
C -1.06 -1.39 1.20 -0.49
C -0.44 -0.27 1.64 0.00
N 0.22 0.67 0.95 -0.59
C 0.68 0.58 -0.38 0.58
O 1.38 1.44 -0.82 -0.49
C -0.05 -0.35 -1.18 0.14
N -0.77 -0.74 -2.02 -0.19
H -0.45 -1.85 0.38 0.21
H -1.80 -1.88 1.80 0.23
H -0.63 0.08 2.67 0.20
H 0.91 1.18 1.49 0.41
```

LUMO energy, eV: -0.5
Kohn-Sham gap, eV: 8.69
SMILES: C=CNC(=O)C#N
HOMO level, eV: -9.148

=====

Arrangement z

Below is one molecule with the formula C4H4N2O, with properties calculated with ωB97M-V/def2-TZVPD.

```
11
Properties=species:S:1:pos:R:3:nbo_charge:R:1
N 2.12 0.58 0.64 -0.60
C 1.37 -0.35 0.42 0.41
C 0.51 -1.35 0.25 -0.28
N -0.71 -1.29 -0.44 -0.34
C -1.39 -0.22 -0.58 0.00
C -1.13 1.13 0.00 0.35
O -1.52 2.14 -0.55 -0.49
H 2.83 0.79 -0.07 0.39
H 0.83 -2.34 0.55 0.24
H -2.30 -0.27 -1.19 0.20
H -0.60 1.18 0.97 0.13
```

LUMO energy, eV: -0.4
Kohn-Sham gap, eV: 8.62
SMILES: N=C=C/N=C\C=O
HOMO level, eV: -9.029

=====

Which of them is the least stable? Correct choice: arrangement x.

=====

Arrangement w

Below is C3H9NOS as an isolated structure, with properties calculated with ωB97M-V/def2-TZVPD.

```
15
Properties=species:S:1:pos:R:3:nbo_charge:R:1
C -1.35 -0.75 0.44 -0.62
C 0.46 1.70 0.15 -0.81
C 0.10 -1.06 0.76 -0.60
N 0.01 -0.51 -2.25 -0.76
O 2.48 -0.05 0.20 -0.93
S 1.09 0.00 -0.31 1.53
H -1.54 0.24 0.57 0.20
H -1.57 -1.00 -0.55 0.25
H -1.95 -1.27 1.08 0.22
H 1.02 2.61 -0.07 0.26
H -0.37 1.59 -0.55 0.24
H 0.12 1.80 1.15 0.23
H 0.29 -2.18 0.52 0.26
H 0.44 -0.88 1.78 0.24
H 0.77 -0.23 -2.90 0.29
```

LUMO energy (alpha / beta), eV: -0.4 / -0.3
Kohn-Sham gap (alpha / beta), eV: 8.46 / 8.40
HOMO level (alpha / beta), eV: -8.826 / -8.722

=====

Arrangement x

Below is one molecule with the formula C3H9NOS, with properties calculated with ωB97M-V/def2-TZVPD.

```
15
Properties=species:S:1:pos:R:3:nbo_charge:R:1
O -2.65 0.58 0.88 -0.73
C -1.80 0.88 -0.23 0.09
N -0.79 -0.09 -0.46 -0.67
C 0.60 0.13 -0.06 -0.22
C 1.35 -1.18 -0.17 -0.50
S 3.06 -1.05 0.49 -0.05
H -2.16 0.80 1.68 0.46
H -1.31 1.84 -0.08 0.15
H -2.48 0.93 -1.09 0.17
H -1.09 -1.05 -0.44 0.37
H 0.66 0.50 0.96 0.17
H 1.03 0.86 -0.76 0.19
H 1.47 -1.45 -1.21 0.22
H 0.83 -1.94 0.38 0.22
H 3.27 0.21 0.10 0.12
```

LUMO energy, eV: 0.9
Kohn-Sham gap, eV: 9.78
SMILES: OCNCCS
HOMO level, eV: -8.904

=====

Which of them is the least stable? Correct choice: arrangement w.